The following is a DFT calculation (the ωB97M-V functional and the def2-TZVPD basis) of an isolated molecule of C5H11N3 at a distorted geometry.

Element x y z (Å)
C1 4.10223 -0.20032 0.44392
C2 3.01147 0.43754 -0.44450
C3 0.59555 0.30121 0.04245
C4 -0.53400 -0.62799 0.09834
C5 -1.78707 0.05740 -0.03960
H1 4.97725 0.40791 0.18016
H2 3.85432 -0.12920 1.63663
H3 4.11202 -1.38753 0.35024
H4 3.01825 1.46813 -0.15280
H5 3.31132 0.40748 -1.53818
H6 0.53515 1.45743 0.27861
H7 -0.40137 -1.70399 -0.22938
H8 -1.95993 1.17952 -0.02718
H9 -3.08682 -0.94938 -1.16082
H10 -4.31326 1.26714 -0.27823
H11 -4.13319 0.35192 1.31685
N1 1.71772 -0.18683 -0.20884
N2 -3.05516 -0.47440 -0.18416
N3 -4.12582 0.35030 0.25306

Summary:
Gap between HOMO and LUMO, hartree: 0.33361
LUMO level, eV: 0.977
Net charge: 0
Relative energy (zero: lowest compared OMol25 entry of this formula, charge and spin), kcal per mole: 99.9
SMILES: CC/N=C/C=C/NN
Multiplicity: 1